Record 1
Molecular formula: F6H32O16P
Method: DFT, ωB97M-V/def2-TZVPD

Calculated values
Energy relative to the best compared isomer or geometry (same formula, charge and spin) ... 356.8 kJ/mol
LUMO level ... 2.276 eV
Highest occupied orbital energy ... -7.499 eV

Structure (ORCA input):
```
! RIJCOSX wB97M-V def2-TZVPD def2/J DEFGRID3
* xyz -1 1
P -2.181 11.046 -6.673
F -2.642 12.465 -7.226
F -1.657 11.720 -5.336
F -3.640 10.800 -6.048
F -1.660 9.624 -6.104
F -2.721 10.318 -8.036
F -0.741 11.267 -7.386
O -1.561 10.050 -11.419
H -2.308 9.529 -11.076
H -1.514 10.844 -10.856
O -1.595 11.871 -2.365
H -2.425 11.750 -2.864
H -1.714 12.682 -1.853
O -4.459 8.877 -5.742
H -4.116 8.422 -4.960
H -4.788 8.166 -6.302
O -1.610 15.128 -7.548
H -0.815 15.517 -7.930
H -2.033 15.849 -7.067
O -3.953 10.999 -3.616
H -3.923 10.580 -4.490
H -4.824 10.811 -3.253
O 0.296 9.785 -3.932
H -0.377 10.043 -4.583
H 0.888 10.559 -3.861
O 1.863 12.441 -6.858
H 0.958 12.107 -6.977
H 1.768 13.197 -6.271
O -4.878 9.846 -8.420
H -4.408 9.855 -7.565
H -5.133 8.929 -8.555
O 1.094 12.120 -2.644
H 1.425 11.944 -1.759
H 0.108 12.024 -2.573
O -3.978 9.156 -10.215
H -4.829 8.782 -9.971
H -3.699 9.655 -9.428
O -4.429 14.767 -6.481
H -4.343 15.394 -7.206
H -3.826 14.044 -6.712
O -5.507 12.877 -8.313
H -5.279 11.971 -8.564
H -4.939 13.073 -7.558
O -0.921 14.631 -4.399
H -0.230 13.971 -4.540
H -1.673 14.116 -4.086
O -1.363 7.493 -7.931
H -1.814 8.259 -7.543
H -0.760 7.877 -8.579
O -1.238 12.692 -10.411
H -1.147 13.627 -10.618
H -1.335 12.665 -9.447
O -0.746 6.737 -4.645
H -0.253 7.029 -5.423
H -0.403 7.284 -3.926
*
```



Record 2
Molecular formula: C31H34N3
Method: DFT, ωB97M-V/def2-TZVPD

Calculated values
Energy relative to the best compared isomer or geometry (same formula, charge and spin) ... 132.2 kJ/mol
LUMO level ... -4.923 eV
Highest occupied orbital energy ... -9.285 eV

Structure (ORCA input):
```
! RIJCOSX wB97M-V def2-TZVPD def2/J DEFGRID3
* xyz 1 1
C -6.221 0.497 2.549
N -5.190 -0.120 1.741
C -5.645 -1.229 0.930
C -3.849 0.263 1.809
C -2.953 -0.421 2.661
C -1.623 -0.049 2.716
C -1.119 1.035 1.959
C 0.277 1.363 2.029
C 1.267 0.384 2.016
C 2.701 0.649 2.024
C 3.440 1.819 1.977
C 4.838 1.722 1.898
C 5.486 0.479 1.821
C 4.740 -0.713 1.815
C 3.363 -0.591 1.908
N 2.394 -1.598 1.830
C 2.714 -3.005 1.683
C 1.149 -1.042 1.919
C -2.037 1.736 1.125
C -3.364 1.355 1.041
H -5.792 1.300 3.163
H -7.008 0.910 1.899
H -6.685 -0.256 3.206
H -4.804 -1.655 0.366
H -6.092 -2.008 1.567
H -6.418 -0.880 0.227
H -3.330 -1.255 3.262
H -0.933 -0.643 3.311
H 0.609 2.395 1.924
H 2.918 2.778 1.983
H 5.442 2.624 1.897
H 6.573 0.413 1.766
H 5.182 -1.704 1.760
H 3.805 -3.103 1.665
H 2.322 -3.588 2.529
H 2.303 -3.427 0.753
H 0.264 -1.658 1.798
H -1.662 2.540 0.489
H -4.070 1.876 0.385
C 4.166 4.297 6.898
C 2.749 4.916 6.878
C 1.753 3.755 6.760
N 2.565 2.555 6.828
C 1.998 1.341 6.745
C 0.762 1.070 6.179
C 0.429 -0.379 6.274
C 1.699 -0.950 6.918
C 2.600 0.074 7.224
C 3.781 -0.199 7.931
C 4.124 -1.535 8.165
C 3.260 -2.572 7.787
C 2.020 -2.272 7.186
C 3.989 2.777 6.917
H 4.732 4.588 6.012
H 4.717 4.603 7.789
H 2.537 5.451 7.805
H 2.622 5.595 6.034
H 1.014 3.760 7.579
H 1.175 3.789 5.824
H 0.052 1.839 5.860
H -0.459 -0.527 6.919
H 0.217 -0.871 5.307
H 4.417 0.598 8.302
H 5.079 -1.756 8.638
H 3.547 -3.609 7.961
H 1.323 -3.060 6.911
H 4.529 2.279 6.095
H 4.400 2.371 7.849
*
```



Record 3
Molecular formula: C9H15N3O6
Method: DFT, ωB97M-V/def2-TZVPD

Calculated values
Energy relative to the best compared isomer or geometry (same formula, charge and spin) ... 253.0 kJ/mol
LUMO level ... 0.186 eV
SMILES ... NC(=O)CC[C@H](N)C(=O)N[C@@H](CC(=O)O)C(=O)O
Highest occupied orbital energy ... -9.589 eV

Structure (ORCA input):
```
! RIJCOSX wB97M-V def2-TZVPD def2/J DEFGRID3
* xyz 0 1
C -1.214 0.728 -1.474
C -1.384 1.216 -0.023
C -0.507 -0.710 -1.520
C -1.048 -1.619 -0.408
C -0.453 -3.072 -0.544
C 1.039 1.595 0.769
C 2.014 1.895 -0.492
C 1.370 0.187 1.246
C 0.473 -0.298 2.355
H -1.514 2.154 -2.597
H -0.109 1.382 -3.152
H -2.234 0.609 -1.835
H -0.745 -1.291 -2.394
H 0.578 -0.621 -1.544
H -0.676 -1.158 0.468
H -2.131 -1.657 -0.559
H 0.209 -4.523 0.627
H 0.183 -3.029 1.412
H -0.730 2.482 1.343
H 1.366 2.246 1.549
H 2.335 0.299 1.753
H 1.487 -0.607 0.482
H 0.044 0.191 4.256
H 0.547 2.785 -1.447
N -0.573 1.801 -2.306
N 0.138 -3.555 0.565
N -0.356 1.939 0.614
O -2.463 0.918 0.543
O -0.630 -3.772 -1.542
O 3.106 1.527 -0.555
O -0.387 -1.165 2.240
O 0.703 0.299 3.517
O 1.565 2.824 -1.347
*
```



Record 4
Molecular formula: C32H47AuBN9O2
Method: DFT, ωB97M-V/def2-TZVPD

Calculated values
Energy relative to the best compared isomer or geometry (same formula, charge and spin) ... 3.4 kJ/mol
LUMO level (spin up / spin down) ... 0.453 / -2.145 eV
Highest occupied orbital energy (spin up / spin down) ... -8.404 / -9.045 eV

Structure (ORCA input):
```
! RIJCOSX wB97M-V def2-TZVPD def2/J DEFGRID3
* xyz 0 3
Au -0.051 -1.671 0.865
C 0.482 2.287 4.510
C -0.643 1.822 3.587
C -1.115 0.415 3.918
C -0.302 2.019 2.136
C -0.001 3.241 1.535
C 0.169 2.968 0.193
C 0.614 4.049 -0.773
C 0.738 3.757 -2.263
C 1.968 4.585 -0.284
N -0.030 1.633 0.024
N -0.289 1.052 1.233
B -0.214 0.794 -1.274
N -1.536 -0.022 -1.163
N -1.635 -1.051 -0.285
C -2.898 -1.466 -0.236
C -3.643 -0.683 -1.113
C -2.759 0.222 -1.675
C -3.156 1.346 -2.593
C -3.122 2.682 -1.844
C -2.430 1.407 -3.935
C -3.388 -2.612 0.597
C -3.056 -3.948 -0.071
C -2.900 -2.574 2.044
N 0.979 -0.145 -1.555
N 1.481 -0.938 -0.585
C 2.652 -1.414 -0.983
C 2.922 -0.926 -2.264
C 1.836 -0.139 -2.601
C 1.529 0.509 -3.916
C 2.799 0.789 -4.713
C 0.575 -0.392 -4.706
C 3.472 -2.343 -0.143
C 3.408 -3.767 -0.698
C 4.915 -1.851 -0.047
H 0.204 2.153 5.556
H 1.399 1.727 4.326
H 0.699 3.342 4.347
H -1.511 2.466 3.776
H 0.661 -0.648 3.401
H -1.716 0.425 4.828
H -1.735 0.024 3.109
H 0.059 4.204 2.010
H -0.119 4.857 -0.660
H 1.508 3.007 -2.450
H -0.191 3.430 -2.719
H 1.046 4.676 -2.762
H 2.726 3.803 -0.356
H 2.285 5.424 -0.902
H 1.926 4.916 0.750
H -0.316 1.521 -2.190
H -4.697 -0.757 -1.307
H -4.204 1.128 -2.824
H -2.140 2.865 -1.411
H -3.360 3.504 -2.519
H -3.846 2.685 -1.030
H -1.394 1.718 -3.838
H -2.448 0.439 -4.433
H -2.936 2.125 -4.580
H -4.478 -2.499 0.618
H -1.982 -4.128 -0.054
H -3.543 -4.764 0.461
H -3.396 -3.961 -1.107
H -1.833 -2.818 2.117
H -3.075 -1.602 2.503
H -3.422 -3.322 2.638
H 3.785 -1.134 -2.867
H 1.024 1.459 -3.732
H 3.294 -0.140 -4.997
H 2.555 1.326 -5.629
H 3.505 1.391 -4.141
H 1.073 -1.326 -4.969
H -0.309 -0.636 -4.119
H 0.256 0.098 -5.626
H 3.037 -2.342 0.858
H 3.817 -3.806 -1.709
H 3.988 -4.445 -0.073
H 2.381 -4.129 -0.734
H 5.394 -1.852 -1.026
H 4.960 -0.838 0.350
H 5.492 -2.502 0.608
O 0.178 -4.270 1.597
C 1.088 -3.753 2.221
O 1.345 -2.489 2.220
H 1.766 -4.357 2.840
N -0.007 -0.517 4.152
C 0.132 -1.258 5.205
C -0.739 -1.701 6.143
C -2.115 -1.872 5.799
N -3.221 -1.965 5.496
C -0.290 -2.106 7.433
N 0.066 -2.412 8.481
*
```